(1)
{"formula": "C34H64BCl2FLiMgO27PS", "method": "ωB97M-V/def2-TZVPD", "homo_energy_ev": -6.841, "homo_lumo_gap_ev": 3.17, "charge": 0, "lumo_energy_ev": -3.6687, "species": ["C", "C", "C", "O", "C", "C", "P", "O", "O", "O", "O", "S", "O", "O", "C", "C", "C", "O", "C", "C", "O", "B", "O", "O", "C", "Cl", "C", "C", "C", "C", "C", "C", "C", "C", "C", "C", "O", "C", "H", "H", "H", "H", "H", "H", "H", "H", "H", "H", "H", "H", "H", "H", "H", "H", "H", "H", "H", "H", "H", "H", "H", "H", "H", "H", "H", "H", "H", "H", "H", "H", "H", "H", "H", "H", "H", "H", "H", "H", "H", "H", "H", "C", "C", "C", "O", "C", "O", "O", "H", "H", "H", "H", "H", "H", "C", "C", "O", "C", "O", "O", "H", "H", "H", "H", "C", "O", "O", "O", "C", "O", "H", "H", "H", "H", "Li", "Mg", "C", "C", "O", "C", "O", "O", "F", "H", "H", "H", "O", "H", "H", "O", "H", "H", "Cl"], "coordinates": [[-0.500, -5.570, -0.484], [0.553, -5.186, -1.605], [0.238, -3.812, -2.286], [1.299, -2.831, -2.163], [0.786, -1.615, -2.658], [0.510, -0.498, -1.544], [1.818, 0.821, -1.924], [2.100, 1.748, -0.824], [1.217, 1.607, -3.233], [3.254, 0.154, -2.388], [-0.766, 0.043, -1.987], [-1.489, 1.081, -0.998], [-0.854, 2.345, -0.812], [-2.817, 1.304, -1.531], [-1.742, 0.153, 0.561], [-2.500, -1.191, 0.353], [-3.989, -1.064, 0.009], [-4.559, -2.395, 0.239], [-5.783, -2.451, -0.476], [-5.773, -2.795, -1.993], [-6.811, -2.242, 0.025], [-2.325, 1.065, 1.744], [-2.322, 0.692, 3.078], [-2.915, 2.289, 1.417], [-0.252, -0.279, 1.008], [0.501, 1.164, 1.774], [0.573, -1.033, -0.095], [2.050, -1.346, 0.378], [2.199, -2.863, 0.802], [3.669, -3.366, 0.629], [4.132, -3.478, -0.856], [5.644, -3.919, -1.004], [6.557, -2.813, -1.648], [7.221, -1.841, -0.603], [8.668, -1.386, -1.033], [8.702, -0.024, -1.780], [8.838, 1.091, -0.891], [8.056, 2.156, -1.442], [-1.371, -4.873, -0.483], [-0.926, -6.577, -0.667], [-0.068, -5.518, 0.542], [0.435, -5.968, -2.375], [1.582, -5.286, -1.221], [0.138, -3.999, -3.418], [-0.739, -3.433, -1.798], [-0.168, -1.849, -3.186], [1.468, -1.239, -3.448], [1.746, 2.401, -3.414], [3.244, 0.050, -3.358], [-2.414, -1.764, 1.313], [-1.955, -1.815, -0.429], [-4.073, -0.855, -1.078], [-4.560, -0.352, 0.631], [-5.464, -1.901, -2.578], [-6.793, -3.055, -2.319], [-5.113, -3.657, -2.216], [-2.589, 1.442, 3.629], [-3.552, 2.525, 2.109], [-0.418, -1.017, 1.826], [0.105, -2.048, -0.131], [2.794, -1.186, -0.424], [2.360, -0.760, 1.260], [1.978, -2.903, 1.893], [1.474, -3.522, 0.290], [3.815, -4.374, 1.082], [4.352, -2.683, 1.188], [3.485, -4.217, -1.378], [4.039, -2.535, -1.435], [6.088, -4.222, -0.032], [5.728, -4.792, -1.689], [6.016, -2.219, -2.413], [7.405, -3.302, -2.185], [7.311, -2.337, 0.389], [6.556, -0.951, -0.517], [9.291, -1.302, -0.115], [9.129, -2.171, -1.664], [9.584, -0.029, -2.460], [7.774, 0.051, -2.394], [8.054, 3.024, -0.750], [6.989, 1.846, -1.554], [8.413, 2.496, -2.441], [-1.899, 6.420, 0.840], [-3.135, 6.408, 1.709], [-4.405, 6.215, 0.940], [-5.365, 6.899, 1.751], [-4.685, 7.861, 2.441], [-5.201, 8.735, 3.059], [-3.339, 7.685, 2.327], [-1.873, 5.557, 0.174], [-1.849, 7.325, 0.252], [-1.001, 6.400, 1.462], [-3.032, 5.660, 2.504], [-4.668, 5.162, 0.838], [-4.390, 6.676, -0.051], [-0.307, 10.258, -3.036], [0.567, 9.725, -1.931], [-0.341, 8.931, -1.170], [-1.358, 8.569, -1.994], [-2.193, 7.768, -1.717], [-1.295, 9.238, -3.174], [0.236, 10.401, -3.969], [-0.801, 11.194, -2.766], [1.370, 9.085, -2.304], [0.999, 10.515, -1.320], [-9.954, -1.422, 0.884], [-9.570, -2.555, 0.642], [-10.597, -1.060, 1.973], [-9.740, -0.375, 0.134], [6.041, 1.734, 2.018], [7.445, 1.942, 2.044], [5.567, 2.421, 2.715], [5.658, 1.923, 1.011], [5.814, 0.706, 2.316], [7.830, 1.318, 1.415], [-2.287, -3.348, -0.091], [-9.764, 0.634, 2.436], [-5.279, -6.936, 2.564], [-4.374, -7.595, 1.561], [-3.129, -6.956, 1.789], [-3.130, -6.596, 3.110], [-2.162, -6.281, 3.715], [-4.381, -6.652, 3.638], [-4.772, -7.331, 0.292], [-5.707, -6.003, 2.191], [-6.088, -7.587, 2.890], [-4.261, -8.672, 1.694], [2.987, 2.791, 3.504], [2.351, 3.511, 3.561], [2.530, 2.092, 3.024], [-9.619, 0.868, 6.394], [-10.477, 1.307, 6.438], [-9.039, 1.437, 6.913], [1.730, -4.847, -3.992]], "lowdin_charge": [-0.1002, -0.3002, -0.4110, -0.2252, -0.1466, -0.3471, 0.5588, -0.2772, -0.1199, -0.1353, -0.1900, 0.6692, -0.2239, -0.2479, -0.3090, -0.1596, -0.1376, -0.0894, -0.4945, 0.0328, 0.1981, -0.6977, 0.1606, 0.1482, -0.5118, 0.8136, -0.2323, -0.1255, -0.1731, -0.1887, -0.1869, -0.1820, -0.2030, -0.1958, -0.1686, -0.2437, -0.1972, -0.1267, -0.0132, 0.0808, 0.0779, 0.0483, 0.0865, -0.0134, 0.0746, 0.1407, 0.1247, 0.0999, 0.0875, 0.1454, 0.0768, 0.1316, 0.1569, 0.0935, 0.0999, 0.0848, 0.1203, 0.1096, 0.1278, 0.1159, 0.0882, 0.1050, 0.1121, 0.0798, 0.1161, 0.1142, 0.0859, 0.0912, 0.1015, 0.1070, 0.1052, 0.0997, 0.1038, 0.1061, 0.1127, 0.1038, 0.1236, 0.1168, 0.0925, 0.0859, 0.0918, -0.0116, -0.3339, -0.0987, 0.0556, -0.5502, 0.1606, 0.0905, 0.0994, 0.0498, 0.0909, 0.1499, 0.1327, 0.1416, -0.1224, -0.1205, 0.0616, -0.5455, 0.1475, 0.0705, 0.1344, 0.1350, 0.1356, 0.1350, -0.9711, 0.0271, -0.2553, -0.1315, -0.1601, -0.1307, 0.0643, 0.0724, 0.0740, 0.0505, 0.7000, 1.3133, -0.0519, -0.3159, 0.1174, -0.5470, 0.1832, 0.0789, 0.0757, 0.1472, 0.1452, 0.1778, -0.0634, 0.0346, -0.0335, -0.0627, 0.0375, 0.0417, -0.0594]}

---

(2)
{"formula": "CH3N2O2S", "method": "ωB97M-V/def2-TZVPD", "homo_energy_ev": [-12.981, -17.018], "multiplicity": 3, "homo_lumo_gap_ev": [8.10, 8.43], "relative_energy_kj_mol": 291.9, "charge": 1, "s2": 2.01, "lumo_energy_ev": [-4.8765, -8.5907], "species": ["C", "N", "N", "O", "O", "S", "H", "H", "H"], "coordinates": [[0.932, -2.019, -0.709], [0.418, -1.038, -0.305], [0.280, 1.467, 0.398], [-1.679, 0.650, -0.896], [-1.592, -0.303, 1.622], [-0.889, 0.400, 0.233], [1.352, -2.850, -1.142], [0.477, 1.964, -0.481], [0.701, 1.728, 1.281]], "lowdin_spin": [0.0459, 0.1772, 0.0767, 0.1117, 1.2315, 0.3435, 0.0030, 0.0087, 0.0016]}

---

(3)
{"formula": "C16H22ClNO7S2", "method": "ωB97M-V/def2-TZVPD", "smiles": "O=C(CC[C@]1(Cl)CS(=O)(=O)OC[C@@H]1CCCS(=O)(=O)O)Nc1ccccc1", "homo_energy_ev": -9.160, "homo_lumo_gap_ev": 9.00, "relative_energy_kj_mol": 22.3, "charge": 0, "lumo_energy_ev": -0.1569, "species": ["O", "C", "C", "C", "C", "Cl", "C", "S", "O", "O", "O", "C", "C", "C", "C", "C", "S", "O", "O", "O", "N", "C", "C", "C", "C", "C", "C", "H", "H", "H", "H", "H", "H", "H", "H", "H", "H", "H", "H", "H", "H", "H", "H", "H", "H", "H", "H", "H", "H"], "coordinates": [[1.596, 0.400, 3.060], [2.154, 0.148, 2.038], [1.630, 0.659, 0.716], [0.276, 1.330, 0.920], [-0.509, 1.663, -0.357], [0.634, 1.892, -1.748], [-1.228, 3.006, -0.144], [-2.377, 3.487, -1.420], [-3.288, 4.447, -0.896], [-1.672, 3.820, -2.613], [-3.193, 2.138, -1.620], [-2.328, 1.031, -1.975], [-1.528, 0.596, -0.769], [-2.482, 0.195, 0.358], [-3.381, -0.993, -0.054], [-3.798, -1.847, 1.142], [-4.002, -3.602, 0.821], [-5.340, -3.964, 1.145], [-2.928, -4.309, 1.445], [-3.886, -3.765, -0.752], [3.308, -0.665, 2.059], [4.132, -0.683, 0.894], [4.760, 0.475, 0.444], [5.583, 0.431, -0.680], [5.804, -0.774, -1.352], [5.190, -1.939, -0.899], [4.355, -1.889, 0.214], [2.346, 1.363, 0.316], [1.520, -0.163, 0.013], [-0.305, 0.733, 1.608], [0.461, 2.271, 1.432], [-1.785, 3.005, 0.789], [-0.503, 3.810, -0.100], [-2.942, 0.230, -2.360], [-1.693, 1.352, -2.795], [-0.981, -0.303, -1.057], [-1.950, -0.109, 1.252], [-3.126, 1.022, 0.643], [-2.830, -1.573, -0.789], [-4.254, -0.595, -0.557], [-4.794, -1.551, 1.450], [-3.130, -1.756, 1.989], [-2.963, -3.665, -1.023], [3.069, -1.611, 2.326], [4.620, 1.408, 0.970], [6.062, 1.324, -1.048], [6.453, -0.813, -2.211], [5.359, -2.876, -1.403], [3.885, -2.792, 0.578]], "lowdin_charge": [0.1175, -0.4508, -0.1370, -0.1692, -0.7028, 0.7716, -0.2094, 0.5977, -0.2466, -0.2683, -0.2075, -0.1750, -0.3106, -0.1372, -0.1930, -0.1989, 0.5824, -0.2635, -0.2798, -0.1507, 0.1167, -0.2720, -0.0387, -0.0690, -0.0894, -0.0809, -0.0290, 0.0920, 0.1240, 0.1052, 0.1297, 0.1225, 0.1165, 0.1306, 0.0995, 0.1515, 0.1033, 0.1301, 0.0969, 0.1258, 0.1061, 0.1038, 0.0918, 0.1383, 0.1185, 0.1019, 0.0979, 0.1004, 0.1071]}